Record 1
15
Properties=species:S:1:pos:R:3 method="wB97M-V/def2-TZVPD" gap_ev=10.8067 smiles="CC(C)NC=O" e_above_lowest_kj_mol=146.85
C 1.50 -0.96 -0.15
C 0.30 -0.10 0.38
C 0.34 1.36 -0.17
N -0.85 -0.87 -0.03
C -2.00 -0.16 0.32
O -3.01 -0.22 -0.29
H 1.28 -1.22 -1.22
H 1.53 -1.79 0.54
H 2.42 -0.35 -0.07
H 0.15 -0.07 1.49
H 1.39 1.59 -0.40
H -0.30 1.47 -1.16
H -0.08 2.04 0.45
H -0.93 -1.00 -1.01
H -1.73 0.29 1.32

Record 2
18
Properties=species:S:1:pos:R:3 method="wB97M-V/def2-TZVPD" gap_ev=9.5342 smiles="NCC=O.O.O.O" e_above_lowest_kj_mol=331.40
N 0.98 1.28 -0.16
C -0.37 1.51 -0.09
C -1.32 1.66 -1.32
O -1.76 0.80 -2.12
H 1.33 0.39 -0.64
H 1.34 1.89 -0.80
H -0.55 2.18 0.83
H -0.62 0.48 0.26
H -1.56 2.72 -1.43
O 0.80 -1.53 -1.41
H 1.14 -2.44 -1.16
H 0.01 -1.34 -0.83
O -0.85 -2.17 1.89
H -0.44 -3.00 2.26
H -0.23 -1.50 1.90
O 1.65 -0.49 2.18
H 2.55 -0.37 2.02
H 1.60 0.13 2.88

Record 3
42
Properties=species:S:1:pos:R:3 method="wB97M-V/def2-TZVPD" gap_ev=9.5851 smiles="CCCCNC(=O)[C@@H]1CC(=O)N(C2CCCC2)C1" e_above_lowest_kj_mol=27.67
C -5.32 -1.65 -0.75
C -5.51 -0.26 -0.16
C -4.24 0.29 0.51
C -3.11 0.53 -0.49
N -1.97 1.15 0.15
C -0.79 0.52 0.31
O -0.57 -0.61 -0.08
C 0.26 1.37 1.04
C 0.67 2.59 0.20
C 1.87 2.08 -0.60
O 2.33 2.61 -1.59
N 2.32 0.97 0.00
C 3.38 0.16 -0.57
C 4.44 -0.24 0.47
C 4.15 -1.71 0.80
C 3.69 -2.28 -0.54
C 2.83 -1.17 -1.15
C 1.57 0.59 1.17
H -4.62 -1.63 -1.58
H -6.27 -2.03 -1.12
H -4.94 -2.33 0.01
H -5.82 0.43 -0.95
H -6.30 -0.29 0.59
H -4.48 1.23 1.00
H -3.90 -0.42 1.27
H -3.46 1.17 -1.30
H -2.75 -0.42 -0.90
H -2.10 2.07 0.54
H -0.14 1.66 2.02
H -0.11 2.94 -0.47
H 0.99 3.42 0.83
H 3.81 0.78 -1.35
H 5.43 -0.16 0.02
H 4.42 0.40 1.34
H 3.35 -1.78 1.53
H 5.03 -2.22 1.20
H 4.56 -2.46 -1.17
H 3.15 -3.21 -0.43
H 1.79 -1.29 -0.86
H 2.87 -1.17 -2.23
H 1.38 -0.49 1.18
H 2.11 0.87 2.09

Record 4
10
Properties=species:S:1:pos:R:3 method="wB97M-V/def2-TZVPD" gap_ev=9.2128 smiles=Oc1c[nH]cn1 e_above_lowest_kj_mol=42.72
O 2.22 -0.42 0.01
C 0.89 -0.14 0.00
C -0.14 -1.03 0.13
N -1.27 -0.23 0.05
C -0.86 1.04 -0.11
N 0.45 1.14 -0.15
H 2.67 0.42 -0.11
H -0.17 -2.10 0.26
H -2.22 -0.56 0.11
H -1.56 1.87 -0.20

Record 5
17
Properties=species:S:1:pos:R:3 method="wB97M-V/def2-TZVPD" gap_ev=8.7670 e_above_lowest_kj_mol=453.93
C 0.13 -1.19 -0.22
N 0.09 -2.16 -1.19
N 1.60 1.92 0.73
C 0.85 0.07 -0.37
C -1.14 0.23 -0.61
C -1.83 0.80 0.36
O 0.06 -1.62 1.03
N 1.33 0.53 0.76
H 0.56 -0.89 1.53
H -0.44 -2.98 -0.93
H -0.09 -1.84 -2.14
H 2.52 2.09 1.12
H 0.94 2.41 1.33
H 1.13 0.43 -1.36
H -1.41 0.26 -1.66
H -1.47 0.74 1.39
H -2.83 1.19 0.21

Record 6
92
Properties=species:S:1:pos:R:3 method="wB97M-V/def2-TZVPD" gap_ev="4.0162 / 3.6381" spin_multiplicity=9 charge=+2
Fe 0.42 2.71 1.87
Fe 0.17 0.39 4.42
C -0.32 0.12 1.79
O -0.10 0.96 0.97
O -1.05 0.48 2.68
O 0.64 -0.28 2.46
C 3.40 -2.01 -5.82
C 3.13 -0.77 -4.84
C 2.18 0.30 -5.45
C 0.70 -0.12 -5.38
C 0.39 -0.52 -3.92
C 1.36 -1.52 -3.28
N 2.77 -1.14 -3.42
O 3.70 -2.02 -3.00
C 1.01 -1.35 -1.77
C 1.03 -2.97 -3.66
C 4.51 -0.01 -4.66
H 3.91 -1.61 -6.69
H 2.46 -2.43 -6.18
H 3.92 -2.82 -5.30
H 2.31 1.27 -4.96
H 2.39 0.29 -6.51
H 0.50 -0.99 -5.99
H 0.16 0.78 -5.69
H -0.62 -0.94 -3.89
H 0.26 0.36 -3.28
H 0.06 -1.89 -1.63
H 1.79 -1.86 -1.20
H 1.09 -0.35 -1.35
H 1.15 -3.20 -4.71
H 1.76 -3.55 -3.10
H 0.03 -3.31 -3.36
H 4.49 0.81 -3.94
H 4.80 0.41 -5.62
H 5.32 -0.70 -4.43
H 3.59 -2.79 -3.56
C -2.92 3.43 2.37
O -1.71 3.45 2.20
N -3.58 2.40 2.82
N -3.77 4.42 2.27
H -4.55 2.25 3.05
H -2.83 1.78 3.09
H -3.39 5.33 2.07
H -4.54 4.25 2.91
C -4.71 -1.37 3.58
O -5.29 -1.97 4.38
N -5.12 -0.30 3.04
N -3.46 -1.64 3.23
H -5.92 0.17 3.43
H -4.50 0.01 2.30
H -2.93 -1.95 4.03
H -2.95 -1.28 2.44
C -2.35 1.57 6.17
O -1.47 1.25 5.43
N -3.29 0.71 6.39
N -2.57 2.63 6.90
H -3.10 -0.13 5.86
H -4.04 0.82 7.05
H -1.85 3.33 6.97
H -3.39 2.57 7.48
C -2.90 -1.56 -0.52
O -3.94 -2.11 -0.88
N -2.74 -0.31 -0.52
N -1.97 -2.19 0.02
H -2.00 0.21 -0.07
H -3.51 0.29 -0.80
H -1.42 -1.91 0.82
H -2.20 -3.17 0.00
C -0.20 3.42 -1.28
O 0.12 3.80 -0.16
N -0.77 4.10 -2.24
N -0.23 2.22 -1.63
H -0.88 5.09 -2.03
H -1.09 3.67 -3.10
H 0.07 1.61 -0.87
H -0.60 1.74 -2.43
C 3.38 1.59 1.69
O 2.46 2.34 1.52
N 4.57 2.06 1.66
N 3.41 0.33 1.91
H 4.56 3.07 1.71
H 5.40 1.49 1.80
H 2.50 -0.04 2.17
H 4.30 -0.14 1.94
C 1.82 -3.90 1.85
O 1.68 -5.08 2.07
N 1.07 -3.02 2.47
N 2.68 -3.42 1.09
H 1.12 -2.07 2.15
H 0.52 -3.42 3.22
H 2.44 -2.44 1.07
H 3.27 -3.73 0.32

| no. | M (g/mol) |
| --- | --- |
| 1 | 87.12 |
| 2 | 113.11 |
| 3 | 252.36 |
| 4 | 84.08 |
| 5 | 115.14 |
| 6 | 749.35 |